Record 1
{"formula": "C46H48ClF3N3O12PS2", "method": "wB97M-V/def2-TZVPD", "symbols": ["C", "C", "C", "C", "C", "C", "C", "C", "C", "C", "C", "C", "C", "C", "S", "O", "O", "C", "F", "F", "F", "C", "C", "C", "C", "O", "C", "C", "C", "C", "O", "C", "C", "S", "C", "P", "O", "Cl", "C", "C", "O", "H", "H", "H", "H", "H", "H", "H", "H", "H", "H", "H", "H", "H", "H", "H", "H", "H", "H", "H", "H", "H", "H", "H", "H", "H", "H", "H", "H", "H", "H", "H", "H", "H", "O", "N", "O", "C", "C", "C", "C", "C", "C", "H", "H", "H", "H", "H", "O", "N", "O", "C", "C", "C", "C", "C", "C", "H", "H", "H", "H", "H", "O", "N", "O", "C", "C", "C", "C", "C", "C", "H", "H", "H", "H", "H"], "coordinates": [[7.899, -1.342, 0.818], [7.323, -0.413, -0.435], [6.093, -1.281, -1.108], [5.108, -0.316, -1.998], [3.568, -0.609, -1.514], [2.631, -0.619, -2.859], [1.291, 0.360, -2.656], [1.019, 1.051, -4.117], [-0.377, 1.898, -4.243], [-1.425, 1.708, -2.997], [-2.916, 2.117, -3.564], [-4.171, 1.519, -2.695], [-5.009, 2.532, -1.663], [-6.307, 2.046, -0.787], [-7.307, 3.146, 0.388], [-8.596, 2.341, 0.807], [-7.744, 4.440, -0.367], [-6.209, 3.459, 1.879], [-5.411, 4.692, 1.561], [-6.994, 3.738, 3.104], [-5.282, 2.282, 2.029], [-6.835, 0.483, -0.929], [-5.980, -0.508, -1.922], [-4.667, -0.039, -2.815], [-3.938, -1.188, -3.778], [-3.332, -0.915, -4.938], [-4.070, -2.752, -3.198], [-2.945, -3.928, -3.466], [-3.077, -5.473, -2.837], [-1.915, -6.642, -3.123], [-1.678, -6.756, -4.571], [-0.409, -6.134, -4.983], [-4.392, -5.873, -1.898], [-4.663, -7.539, -1.082], [-5.581, -4.724, -1.646], [-7.112, -5.238, -0.559], [-7.284, -3.903, 0.584], [-8.859, -5.475, -1.755], [-5.390, -3.226, -2.288], [-6.539, -2.081, -2.027], [-7.859, -2.297, -1.932], [8.064, -2.431, 0.377], [8.907, -0.916, 1.242], [7.066, -1.389, 1.648], [8.188, -0.238, -1.225], [6.974, 0.653, -0.053], [6.561, -2.102, -1.807], [5.464, -1.779, -0.235], [5.308, 0.835, -1.880], [5.272, -0.630, -3.135], [3.182, 0.244, -0.793], [3.414, -1.660, -0.988], [2.303, -1.701, -3.205], [3.216, -0.161, -3.794], [0.441, -0.359, -2.281], [1.512, 1.212, -1.866], [1.024, 0.206, -4.932], [1.925, 1.776, -4.398], [-0.122, 3.023, -4.503], [-0.934, 1.477, -5.211], [-1.485, 0.627, -2.553], [-1.141, 2.538, -2.188], [-3.000, 3.302, -3.502], [-3.025, 1.857, -4.717], [-4.633, 3.658, -1.572], [-7.784, 0.112, -0.336], [-1.982, -3.703, -4.114], [-2.297, -7.710, -2.753], [-0.941, -6.426, -2.488], [0.330, -6.980, -5.367], [0.133, -5.514, -4.151], [-0.684, -5.353, -5.843], [-3.685, -7.764, -0.061], [-8.161, -3.984, 1.064], [-1.118, 2.576, 1.206], [-0.637, 1.995, 2.190], [0.290, 1.173, 2.136], [-1.206, 2.298, 3.509], [-2.280, 3.193, 3.612], [-2.834, 3.459, 4.866], [-2.316, 2.840, 6.004], [-1.239, 1.957, 5.900], [-0.679, 1.681, 4.651], [-2.695, 3.684, 2.734], [-3.671, 4.147, 4.955], [-2.754, 3.046, 6.979], [-0.839, 1.481, 6.793], [0.157, 0.988, 4.586], [-2.018, 5.896, 7.056], [-1.537, 5.316, 8.040], [-0.610, 4.494, 7.986], [-2.106, 5.619, 9.359], [-3.180, 6.514, 9.462], [-3.734, 6.779, 10.716], [-3.216, 6.160, 11.854], [-2.139, 5.277, 11.750], [-1.579, 5.002, 10.501], [-3.595, 7.004, 8.584], [-4.571, 7.467, 10.805], [-3.654, 6.366, 12.829], [-1.739, 4.801, 12.643], [-0.743, 4.309, 10.436], [8.038, -0.509, -3.807], [8.240, -1.732, -3.768], [7.361, -2.583, -3.570], [9.616, -2.204, -3.967], [10.648, -1.274, -4.157], [11.958, -1.728, -4.321], [12.233, -3.096, -4.300], [11.202, -4.020, -4.120], [9.888, -3.578, -3.952], [10.450, -0.205, -4.177], [12.767, -1.014, -4.463], [13.257, -3.445, -4.422], [11.423, -5.085, -4.107], [9.096, -4.311, -3.810]], "mol_weight_da": 1022.45, "charge": 0, "homo_lumo_gap_ev": 6.5576, "smiles": "CCCCCCCCCCCc1cc(S(=O)(=O)C(F)(F)F)cc2c1C(=O)c1cc(COC)c(S)c(P(O)Cl)c1C2=O.O=[N+]([O-])c1ccccc1.O=[N+]([O-])c1ccccc1.O=[N+]([O-])c1ccccc1", "e_lumo_ev": -2.14}

Record 2
{"formula": "C46H48ClN7O5PTb", "method": "wB97M-V/def2-TZVPD", "symbols": ["Tb", "C", "C", "N", "C", "C", "C", "C", "C", "C", "C", "N", "C", "C", "N", "N", "H", "H", "H", "H", "H", "H", "H", "H", "H", "H", "H", "H", "H", "H", "H", "H", "H", "H", "C", "C", "C", "C", "C", "O", "C", "N", "C", "C", "C", "C", "C", "C", "P", "C", "C", "C", "C", "C", "C", "C", "C", "C", "C", "C", "C", "H", "H", "H", "H", "H", "H", "H", "H", "H", "H", "H", "H", "H", "H", "H", "H", "H", "H", "H", "H", "H", "H", "H", "H", "O", "C", "O", "C", "C", "Cl", "N", "N", "C", "C", "O", "O", "C", "C", "C", "C", "C", "C", "H", "H", "H", "H", "H", "H"], "coordinates": [[-0.481, -0.232, 0.679], [-3.815, 0.285, 1.452], [-3.740, 0.626, -0.023], [-2.695, -0.193, -0.726], [-3.115, -1.538, -1.185], [-2.631, -2.613, -0.262], [-2.957, -3.957, -0.548], [-2.595, -4.913, 0.383], [-1.960, -4.542, 1.570], [-1.532, -3.236, 1.700], [-0.896, -2.758, 2.982], [-0.300, -1.375, 2.948], [-0.962, -0.352, 3.850], [-2.430, -0.129, 3.485], [-2.485, 0.494, 2.104], [-1.760, -2.293, 0.744], [-4.218, -0.725, 1.526], [-4.570, 0.920, 1.939], [-3.433, 1.682, -0.174], [-4.746, 0.447, -0.434], [-2.504, 0.311, -1.615], [-2.763, -1.732, -2.205], [-4.242, -1.616, -1.244], [-3.504, -4.187, -1.491], [-2.926, -5.963, 0.190], [-1.795, -5.168, 2.457], [-0.139, -3.455, 3.353], [-1.672, -2.788, 3.776], [0.636, -1.457, 3.347], [-0.423, 0.616, 3.706], [-0.919, -0.623, 4.893], [-2.913, 0.555, 4.260], [-3.029, -1.051, 3.526], [-2.455, 1.508, 2.244], [0.037, 1.587, -4.653], [1.056, 0.972, -3.663], [1.829, 2.016, -2.890], [0.371, -0.149, -2.905], [0.154, -1.343, -3.924], [1.248, -2.274, -3.515], [1.643, -1.893, -2.243], [1.120, -0.748, -1.755], [2.841, -2.585, -1.816], [3.448, -3.366, -2.807], [4.761, -3.825, -2.581], [5.331, -3.719, -1.336], [4.644, -2.996, -0.291], [3.399, -2.430, -0.536], [2.538, -1.569, 0.806], [2.678, -2.699, 2.240], [2.810, -2.217, 3.530], [2.974, -3.153, 4.589], [3.291, -4.482, 4.310], [3.133, -4.933, 2.980], [2.732, -4.069, 1.958], [3.759, -0.310, 1.232], [4.874, -0.523, 2.033], [5.889, 0.434, 2.146], [5.741, 1.653, 1.500], [4.658, 1.865, 0.641], [3.643, 0.906, 0.559], [-0.829, 1.951, -4.090], [0.571, 2.311, -5.245], [-0.428, 0.827, -5.298], [1.782, 0.406, -4.335], [1.200, 2.723, -2.354], [2.447, 2.622, -3.567], [2.479, 1.533, -2.157], [-0.591, 0.219, -2.483], [0.263, -1.109, -5.018], [-0.821, -1.854, -3.780], [2.946, -3.541, -3.740], [5.330, -4.232, -3.392], [6.272, -4.175, -1.061], [5.181, -2.910, 0.658], [2.808, -1.156, 3.727], [2.922, -2.789, 5.637], [3.527, -5.168, 5.117], [3.331, -5.954, 2.694], [2.528, -4.473, 0.965], [5.014, -1.497, 2.518], [6.734, 0.205, 2.815], [6.504, 2.464, 1.646], [4.673, 2.735, -0.035], [2.761, 1.040, -0.076], [-0.969, 6.181, 2.938], [-1.381, 4.914, 2.693], [-1.542, 4.064, 3.547], [-1.656, 4.699, 1.219], [-2.509, 5.510, 0.439], [-3.446, 6.787, 0.905], [-2.452, 5.041, -0.845], [-1.503, 4.050, -0.967], [-1.122, 3.753, 0.266], [-0.520, 2.392, 0.367], [0.203, 1.910, 1.330], [-0.807, 1.643, -0.595], [-3.412, 5.122, -1.919], [-4.769, 5.376, -1.716], [-5.660, 5.043, -2.714], [-5.202, 4.366, -3.856], [-3.832, 4.071, -4.011], [-2.927, 4.543, -3.074], [-0.625, 6.634, 2.135], [-5.110, 5.829, -0.790], [-6.705, 5.350, -2.635], [-5.929, 4.059, -4.611], [-3.495, 3.472, -4.881], [-1.866, 4.313, -3.184]], "relative_energy_kcal_mol": 0.0, "spin_multiplicity": 7, "mol_weight_da": 1004.29, "charge": 2, "homo_lumo_gap_ev": [7.8194, 7.8800], "e_lumo_ev": [-5.09, -5.03]}

Record 3
{"formula": "C46H48CuN8O9", "method": "wB97M-V/def2-TZVPD", "symbols": ["Cu", "C", "C", "C", "C", "C", "C", "C", "N", "C", "N", "C", "C", "C", "C", "C", "C", "C", "N", "C", "C", "C", "C", "C", "C", "C", "H", "H", "H", "H", "H", "H", "H", "H", "H", "H", "H", "H", "H", "H", "H", "H", "H", "H", "H", "H", "H", "H", "O", "N", "O", "C", "C", "C", "C", "C", "C", "C", "C", "N", "C", "C", "C", "C", "C", "C", "C", "C", "C", "C", "H", "H", "H", "H", "H", "H", "H", "H", "H", "H", "H", "H", "H", "H", "H", "H", "H", "H", "H", "H", "H", "H", "H", "H", "O", "N", "O", "C", "C", "C", "C", "O", "C", "C", "N", "O", "O", "N", "O", "O", "H", "H"], "coordinates": [[0.452, 0.082, 1.255], [-3.627, -1.970, 2.683], [-4.531, -2.301, 1.526], [-5.903, -2.422, 1.723], [-6.763, -2.811, 0.706], [-6.245, -3.099, -0.548], [-4.887, -2.957, -0.779], [-4.025, -2.543, 0.237], [-2.658, -2.436, -0.046], [-1.845, -1.341, 0.223], [-2.561, -0.185, 0.414], [-2.318, 0.946, 1.239], [-1.083, 1.155, 1.868], [-1.037, 2.271, 2.717], [-2.104, 3.141, 2.902], [-3.291, 2.911, 2.221], [-3.421, 1.809, 1.388], [-4.725, 1.557, 0.672], [-0.566, -1.416, 0.225], [0.076, -2.740, 0.169], [-0.215, -3.363, 1.521], [-0.772, -4.559, 1.666], [-0.935, -5.452, 0.517], [-0.559, -5.085, -0.708], [-0.073, -3.714, -1.047], [-0.849, -3.292, -2.324], [-4.063, -2.343, 3.611], [-3.471, -0.895, 2.792], [-2.647, -2.428, 2.548], [-6.299, -2.232, 2.715], [-7.826, -2.900, 0.895], [-6.896, -3.421, -1.352], [-4.472, -3.154, -1.760], [-2.285, -3.095, -0.710], [-3.522, -0.289, 0.140], [-0.112, 2.489, 3.244], [-2.004, 4.006, 3.549], [-4.132, 3.588, 2.336], [-5.424, 2.371, 0.865], [-5.206, 0.628, 1.002], [-4.587, 1.487, -0.412], [0.014, -2.728, 2.370], [-1.012, -4.938, 2.653], [-1.298, -6.458, 0.693], [-0.611, -5.790, -1.533], [-0.299, -3.746, -3.162], [-0.143, -1.525, -2.524], [-1.839, -3.771, -2.319], [3.377, 1.250, 0.256], [3.313, -0.053, 0.785], [2.323, -0.350, 1.339], [2.798, 2.663, 5.355], [2.873, 3.254, 3.972], [3.192, 4.594, 3.777], [3.227, 5.136, 2.501], [3.559, 6.590, 2.283], [2.948, 4.322, 1.408], [2.596, 2.985, 1.577], [2.575, 2.466, 2.870], [2.265, 2.107, 0.495], [1.715, 2.569, -0.805], [2.763, 3.209, -1.737], [2.095, 3.625, -3.054], [1.519, 2.391, -3.749], [0.476, 1.740, -2.840], [-0.659, 2.726, -2.560], [-0.083, 3.961, -1.863], [0.967, 4.623, -2.763], [0.566, 3.552, -0.537], [1.134, 1.343, -1.518], [3.225, 3.338, 6.097], [3.331, 1.713, 5.402], [1.760, 2.465, 5.631], [3.414, 5.222, 4.635], [4.010, 7.029, 3.174], [2.659, 7.162, 2.046], [4.254, 6.714, 1.451], [3.020, 4.747, 0.420], [2.274, 1.440, 3.020], [3.559, 2.487, -1.931], [3.218, 4.086, -1.269], [2.845, 4.097, -3.698], [2.300, 1.659, -3.961], [1.064, 2.679, -4.704], [0.095, 0.836, -3.317], [-1.411, 2.256, -1.917], [-1.150, 3.016, -3.496], [-0.885, 4.675, -1.646], [1.369, 5.519, -2.273], [0.505, 4.941, -3.704], [-0.167, 3.069, 0.114], [0.916, 4.450, -0.027], [1.911, 0.604, -1.716], [0.387, 0.873, -0.872], [3.953, -5.247, -5.249], [3.780, -5.747, -4.131], [4.158, -6.903, -3.877], [3.130, -4.982, -3.141], [2.720, -3.644, -3.397], [2.031, -2.930, -2.448], [1.527, -3.554, -1.161], [1.460, -2.565, -0.084], [2.335, -4.811, -0.875], [2.978, -5.514, -1.877], [2.421, -5.404, 0.411], [2.151, -4.742, 1.412], [2.824, -6.574, 0.518], [1.641, -1.627, -2.644], [2.150, -1.026, -3.676], [-1.068, -1.925, -2.518], [2.951, -3.153, -4.328], [3.414, -6.471, -1.644]], "relative_energy_kcal_mol": 0.0, "spin_multiplicity": 2, "mol_weight_da": 920.48, "charge": -2, "homo_lumo_gap_ev": [3.8335, 5.1726], "e_lumo_ev": [3.64, 3.64]}

What is the charge in the second record? +2